Density functional theory data (ωB97M-V/def2-TZVPD) for C58H49O5P2PdS2 as an isolated structure.

- Calculated total energy: -4222.58953 hartree
- Highest occupied orbital energy: -9.87 eV
- Kohn-Sham gap: 6.4691 eV
- Total charge: +1

Atoms and positions in Å:
Pd (-0.44969, 0.96844, 0.06859)
O (-0.42124, -2.32397, -0.95551)
S (-1.65877, -2.03204, -0.16926)
C (-3.04024, -2.66933, -1.12515)
C (-4.02082, -3.43352, -0.53731)
C (-5.03959, -4.07765, -1.27832)
C (-5.00221, -3.98054, -2.63943)
C (-5.86664, -4.61401, -3.71048)
C (-5.25203, -4.12926, -5.05426)
C (-4.12651, -3.20114, -4.64997)
C (-3.25300, -2.46007, -5.38968)
C (-2.35109, -1.61681, -4.70633)
C (-2.25113, -1.52941, -3.33012)
P (-1.30291, -0.09772, -2.62876)
C (-2.22400, 1.30709, -3.40630)
C (-1.62485, 2.57617, -3.40155)
C (-2.29448, 3.68625, -3.90012)
C (-3.59047, 3.56314, -4.39296)
C (-4.20842, 2.32105, -4.37482)
C (-3.53299, 1.20622, -3.88643)
C (0.23140, -0.15743, -3.62301)
C (0.39947, 0.54319, -4.81512)
C (1.58831, 0.44538, -5.52742)
C (2.61963, -0.35822, -5.05622)
C (2.45434, -1.05947, -3.86946)
C (1.27189, -0.95638, -3.15166)
C (-3.05624, -2.41526, -2.54101)
C (-4.01968, -3.16814, -3.24527)
C (-1.63750, -3.15985, 1.17996)
C (-1.54647, -4.50645, 0.91894)
C (-1.55854, -5.47421, 1.93744)
C (-1.69141, -5.04116, 3.22820)
C (-1.78705, -5.81918, 4.52332)
C (-1.89498, -4.73335, 5.62836)
C (-1.83726, -3.41867, 4.88326)
C (-1.84773, -2.12939, 5.32540)
C (-1.68803, -1.10374, 4.37654)
C (-1.58296, -1.29391, 3.00932)
P (-1.07648, 0.29792, 2.22266)
C (-2.35922, 1.48486, 2.74974)
C (-2.05414, 2.85163, 2.70222)
C (-3.00475, 3.79768, 3.05699)
C (-4.28121, 3.39450, 3.43504)
C (-4.60286, 2.04535, 3.45700)
C (-3.64410, 1.09164, 3.12115)
C (0.39748, 0.66326, 3.23329)
C (0.46976, 1.69526, 4.16793)
C (1.63031, 1.87758, 4.91236)
C (2.71433, 1.03009, 4.73215)
C (2.63350, -0.01724, 3.82313)
C (1.47878, -0.20539, 3.07976)
C (-1.65847, -2.64630, 2.51225)
C (-1.73422, -3.65618, 3.50130)
H (-3.99169, -3.59232, 0.53590)
H (-5.78582, -4.67182, -0.76264)
H (-6.90600, -4.29989, -3.60732)
H (-5.85872, -5.70093, -3.62612)
H (-5.98561, -3.61547, -5.67513)
H (-4.87053, -4.96191, -5.64505)
H (-3.26506, -2.46724, -6.47472)
H (-1.72775, -0.96746, -5.30284)
H (-0.61236, 2.69039, -3.01880)
H (-1.79729, 4.65153, -3.91046)
H (-4.10969, 4.42806, -4.79013)
H (-5.21633, 2.20836, -4.75913)
H (-4.03136, 0.24611, -3.91265)
H (-0.39687, 1.17100, -5.20399)
H (1.70494, 0.99811, -6.45275)
H (3.54979, -0.43144, -5.60811)
H (3.25635, -1.68049, -3.48760)
H (1.15472, -1.49817, -2.22498)
H (-1.48402, -4.82002, -0.12046)
H (-1.48769, -6.52891, 1.68905)
H (-0.90952, -6.45203, 4.66049)
H (-2.65269, -6.48136, 4.51825)
H (-1.07961, -4.80257, 6.34900)
H (-2.82195, -4.81958, 6.19577)
H (-1.92640, -1.87709, 6.37612)
H (-1.61232, -0.09599, 4.76742)
H (-1.07005, 3.17933, 2.37632)
H (-2.75070, 4.85138, 3.03179)
H (-5.02474, 4.13445, 3.70974)
H (-5.59836, 1.72779, 3.74687)
H (-3.90137, 0.03862, 3.15195)
H (-0.37050, 2.35942, 4.32427)
H (1.68302, 2.68190, 5.63710)
H (3.62007, 1.17910, 5.30775)
H (3.47465, -0.68666, 3.68702)
H (1.42814, -1.02193, 2.36751)
C (3.89126, 6.51944, 2.31406)
C (3.41929, 5.29275, 1.57343)
C (2.65491, 4.31797, 2.20639)
C (2.22592, 3.18903, 1.52469)
C (2.56548, 3.03461, 0.18916)
C (3.34434, 3.98685, -0.46453)
C (3.75598, 5.10833, 0.23139)
S (2.01626, 1.64215, -0.72840)
O (0.70923, 2.02036, -1.36753)
O (3.06126, 1.25965, -1.60846)
O (1.56802, 0.58804, 0.26791)
H (3.58273, 6.49858, 3.35818)
H (3.48906, 7.42751, 1.85976)
H (4.97916, 6.59759, 2.28339)
H (2.39975, 4.43160, 3.25500)
H (1.65505, 2.42889, 2.02955)
H (3.62711, 3.84396, -1.50193)
H (4.36164, 5.85333, -0.27290)
C (-4.12623, 3.20198, -0.75281)
C (-3.32422, 1.98635, -0.43209)
C (-4.01666, 0.66998, -0.34300)
O (-2.12215, 2.14055, -0.22007)
H (-4.92098, 2.96298, -1.46203)
H (-3.48798, 3.99447, -1.13761)
H (-4.59293, 3.53348, 0.17978)
H (-5.06074, 0.80046, -0.06454)
H (-3.50600, -0.00522, 0.34551)
H (-3.99068, 0.21726, -1.33827)

Mulliken atomic charge list, values in e, 2 entries: number 1, Pd, carries 1.629; number 2, O, carries -0.935